No. 1
{"formula": "C4H11NO", "method": "wB97M-V/def2-TZVPD", "orbital_gap_ev": [9.208, 4.334], "e_above_lowest_ev": 2.137, "charge": 1, "spin_multiplicity": 2, "e_homo_ev": [-13.9, -13.9], "species": ["C", "C", "H", "H", "H", "H", "H", "H", "C", "C", "O", "N", "H", "H", "H", "H", "H"], "xyz": [[2.111, -2.095, 0.255], [1.048, -2.511, 1.228], [2.959, -2.773, 0.334], [1.912, -2.227, -0.830], [2.431, -1.045, 0.289], [-0.001, -2.064, 1.160], [1.454, -2.183, 2.193], [1.007, -3.592, 1.304], [-0.547, 2.729, -0.641], [-1.652, 1.768, -0.234], [-1.635, 1.349, 0.933], [-2.526, 1.262, -1.124], [0.242, 2.044, -0.908], [-0.299, 3.419, 0.196], [-3.235, 0.614, -0.803], [-2.669, 1.891, -1.913], [-0.598, 3.413, -1.439]], "mulliken_charge": [-0.87, -0.68, 0.29, 0.28, 0.26, 0.18, 0.25, 0.28, -0.95, 0.74, -0.11, -0.32, 0.33, 0.34, 0.28, 0.29, 0.41]}



No. 2
{"formula": "C4H11NO", "method": "wB97M-V/def2-TZVPD", "orbital_gap_ev": [7.758, 5.042], "e_above_lowest_ev": 3.828, "charge": 1, "spin_multiplicity": 2, "e_homo_ev": [-13.6, -13.6], "species": ["C", "C", "N", "H", "H", "H", "H", "H", "H", "H", "C", "C", "O", "H", "H", "H", "H"], "xyz": [[-0.975, 0.667, 2.552], [-0.278, 0.028, 1.213], [1.195, 0.109, 1.039], [-2.002, 0.233, 2.683], [-0.477, 0.680, 3.464], [-1.337, 1.734, 2.314], [-0.473, -1.032, 1.045], [-0.746, 0.436, 0.364], [1.494, -0.798, 0.623], [1.689, 0.034, 1.893], [-0.591, -0.154, -2.668], [0.763, -0.552, -2.680], [1.716, -0.200, -1.712], [-0.989, -0.118, -3.640], [-1.282, -0.384, -1.891], [1.160, -0.891, -3.657], [1.132, 0.209, -0.942]], "mulliken_charge": [-1.10, -0.13, -0.72, 0.29, 0.38, 0.29, 0.38, 0.11, 0.26, 0.25, -0.54, 0.33, -0.31, 0.31, 0.39, 0.37, 0.44]}